Formula: C6H12NO4
Source: OMol25
Level of theory: ωB97M-V with the def2-TZVPD basis set

CARTESIAN COORDINATES (ANGSTROEM)
1 C -1.818 -0.576 -0.467
2 C -0.707 -1.662 -0.392
3 C -1.396 0.440 0.678
4 C 0.067 0.096 0.758
5 C -1.641 1.946 0.380
6 C 1.907 0.921 -1.181
7 N 0.412 -1.007 0.217
8 O 2.706 -2.364 0.758
9 O 0.867 0.831 1.486
10 O 0.897 1.593 -1.341
11 O 2.633 0.738 -0.171
12 H -1.754 -0.048 -1.449
13 H -2.756 -0.946 -0.377
14 H 2.428 -1.503 1.087
15 H -0.923 -2.697 0.082
16 H -1.821 0.200 1.721
17 H -1.025 2.570 1.169
18 H -2.750 2.262 0.342
19 H -1.115 2.185 -0.592
20 H 2.325 0.382 -2.169
21 H 2.158 -2.205 -0.064
22 H -0.369 -2.055 -1.331
23 H 1.675 0.899 0.853

Its total charge is -1. The value obtained for the HOMO-LUMO gap is 8.964 eV. The LUMO energy is 3.7876 eV. Its spin multiplicity is 1. The energy above the lowest of the compared OMol25 structures with the same formula, charge and spin comes out at 9.0 kJ/mol. For the HOMO energy, the calculation gives -0.190 Eh.

Here are the natural (NBO) charges for atoms 1 to 4, given in e:
1 C -0.42
2 C -0.23
3 C -0.30
4 C 0.62

=====

Formula: C6H12NOP
Source: OMol25
Level of theory: ωB97M-V with the def2-TZVPD basis set

CARTESIAN COORDINATES (ANGSTROEM)
1 C 0.765 1.146 0.192
2 C 0.243 1.588 1.425
3 C 0.700 -2.333 0.693
4 C -1.210 -1.782 -0.801
5 C 0.636 -0.069 -0.389
6 C -0.219 -1.236 0.213
7 N -0.625 2.892 -1.533
8 O 1.515 2.184 -0.400
9 P 0.885 3.241 -1.386
10 H 0.843 1.787 2.214
11 H -0.604 0.948 1.824
12 H -0.179 2.660 1.221
13 H 1.695 -1.944 0.416
14 H 0.466 -3.212 0.066
15 H 0.722 -2.356 1.785
16 H -2.117 -1.056 -1.094
17 H -1.872 -2.624 -0.518
18 H -0.745 -2.114 -1.739
19 H 1.042 -0.302 -1.378
20 H -0.736 -0.869 1.207
21 H -1.205 3.450 -2.019

Its total charge is 0. The value obtained for the HOMO-LUMO gap (spin up / spin down) is 7.043 / 6.448 eV. Its expectation value of S² is 2.0124. The LUMO energy (spin up / spin down) is 0.9929 / -2.6032 eV. Its spin multiplicity is 3. The energy above the lowest of the compared OMol25 structures with the same formula, charge and spin comes out at 24.8 kJ/mol. For the HOMO energy (spin up / spin down), the calculation gives -0.222 / -0.333 Eh.

Here are the natural (NBO) charges for atoms 1 to 4, given in e:
1 C 0.30
2 C -0.67
3 C -0.62
4 C -0.62

=====

Formula: C6H12NS
Source: OMol25
Level of theory: ωB97M-V with the def2-TZVPD basis set

CARTESIAN COORDINATES (ANGSTROEM)
1 C -1.141 -1.850 0.649
2 C -0.161 -1.552 -0.440
3 C 1.777 0.177 -0.427
4 C -1.117 -0.413 0.151
5 C 3.021 0.766 0.064
6 C -2.168 0.258 -0.728
7 N -0.228 0.478 0.775
8 S 1.520 -1.427 -0.042
9 H -2.154 -2.422 0.503
10 H -0.843 -2.110 1.661
11 H -0.204 -1.818 -1.418
12 H 1.293 0.572 -1.199
13 H 2.805 1.596 0.710
14 H 3.405 1.299 -0.784
15 H 3.517 0.012 0.529
16 H -1.710 1.119 -1.383
17 H -3.020 0.731 -0.127
18 H -2.555 -0.415 -1.491
19 H 0.327 0.214 1.528
20 H -0.232 1.447 0.665

Its total charge is +1. The value obtained for the HOMO-LUMO gap is 8.215 eV. The LUMO energy is -4.9966 eV. Its spin multiplicity is 1. The energy above the lowest of the compared OMol25 structures with the same formula, charge and spin comes out at 314.0 kJ/mol. For the HOMO energy, the calculation gives -0.486 Eh.

Here are the natural (NBO) charges for atoms 1 to 4, given in e:
1 C -0.40
2 C -0.47
3 C -0.06
4 C 0.14

=====

Formula: C6H12NS
Source: OMol25
Level of theory: ωB97M-V with the def2-TZVPD basis set

CARTESIAN COORDINATES (ANGSTROEM)
1 C -1.894 1.176 -0.424
2 C -0.729 0.231 -0.729
3 N 0.276 0.123 0.377
4 C 0.834 1.323 0.850
5 C 2.052 1.577 0.429
6 S 2.812 0.301 -0.619
7 C 1.436 -0.854 -0.274
8 C 1.817 -2.027 0.763
9 H -2.541 1.244 -1.304
10 H -2.365 0.840 0.510
11 H -1.377 2.204 -0.320
12 H -0.283 0.603 -1.721
13 H -1.115 -0.792 -1.012
14 H -0.197 -0.380 1.097
15 H 0.410 1.855 1.635
16 H 2.755 2.406 0.517
17 H 0.893 -1.333 -0.975
18 H 2.416 -1.662 1.526
19 H 2.386 -2.772 0.181
20 H 0.826 -2.552 1.038

Its total charge is +1. The value obtained for the HOMO-LUMO gap is 10.096 eV. The LUMO energy is -3.0816 eV. Its spin multiplicity is 1. Its SMILES is CC[N@@H+]1C=CS[C@H]1C. The energy above the lowest of the compared OMol25 structures with the same formula, charge and spin comes out at 171.9 kJ/mol. For the HOMO energy, the calculation gives -0.484 Eh.

Here are the natural (NBO) charges for atoms 1 to 4, given in e:
1 C -0.63
2 C -0.24
3 N -0.38
4 C -0.14

=====

Formula: C6H12O
Source: OMol25
Level of theory: ωB97M-V with the def2-TZVPD basis set

CARTESIAN COORDINATES (ANGSTROEM)
1 C -1.923 1.581 -0.944
2 C -0.971 0.510 -0.533
3 C -1.113 -0.750 -0.809
4 C 0.318 0.926 0.270
5 C 0.933 -0.169 1.053
6 C 0.940 -0.188 2.371
7 H -2.689 1.098 -1.598
8 H -1.609 2.405 -1.516
9 H -2.447 2.097 -0.013
10 H -2.040 -1.078 -1.280
11 H -0.206 -1.329 -0.895
12 H 1.110 1.255 -0.619
13 H 0.111 1.839 0.949
14 H 1.566 -0.861 0.368
15 H 0.471 0.648 2.905
16 H 1.520 -0.868 3.098
17 H 2.800 -2.329 -0.930
18 H 1.291 -2.637 -0.595
19 O 1.937 -2.151 -1.280

Its total charge is -1. The value obtained for the HOMO-LUMO gap (spin up / spin down) is 2.518 / 9.403 eV. Its expectation value of S² is 0.7504. The LUMO energy (spin up / spin down) is 3.4953 / 3.3857 eV. Its spin multiplicity is 2. The energy above the lowest of the compared OMol25 structures with the same formula, charge and spin comes out at 251.6 kJ/mol. For the HOMO energy (spin up / spin down), the calculation gives 0.036 / -0.221 Eh.

Here are the natural (NBO) charges for atoms 1 to 4, given in e:
1 C -0.64
2 C 0.01
3 C -0.47
4 C -0.47

=====

Formula: C6H12O
Source: OMol25
Level of theory: ωB97M-V with the def2-TZVPD basis set

CARTESIAN COORDINATES (ANGSTROEM)
1 C -2.283 0.322 -0.664
2 C -1.355 0.548 0.529
3 C -0.372 -0.646 0.692
4 C 1.101 -0.279 0.832
5 C 2.180 -0.978 0.025
6 C 1.776 0.410 -0.324
7 O 1.072 0.556 -1.524
8 H -1.689 0.162 -1.569
9 H -2.885 -0.582 -0.506
10 H -2.970 1.158 -0.833
11 H -1.972 0.684 1.429
12 H -0.795 1.486 0.424
13 H -0.471 -1.307 -0.177
14 H -0.717 -1.203 1.561
15 H 1.414 0.054 1.821
16 H 1.884 -1.757 -0.674
17 H 3.163 -1.119 0.466
18 H 2.479 1.214 -0.105
19 H 0.440 1.276 -1.401

Its total charge is 0. The value obtained for the HOMO-LUMO gap is 10.622 eV. The LUMO energy is 1.0193 eV. Its spin multiplicity is 1. Its SMILES is CCC[C@H]1C[C@H]1O. The energy above the lowest of the compared OMol25 structures with the same formula, charge and spin comes out at 130.1 kJ/mol. For the HOMO energy, the calculation gives -0.353 Eh.

Here are the natural (NBO) charges for atoms 1 to 4, given in e:
1 C -0.61
2 C -0.40
3 C -0.41
4 C -0.25

=====

Formula: C6H12O
Source: OMol25
Level of theory: ωB97M-V with the def2-TZVPD basis set

CARTESIAN COORDINATES (ANGSTROEM)
1 C 1.749 -0.466 1.579
2 C 1.371 -0.786 0.136
3 C 0.757 0.376 -0.649
4 C -0.493 1.007 -0.002
5 C -1.829 0.244 -0.117
6 C -2.168 -0.234 -1.492
7 O -3.263 -0.597 -1.841
8 H 2.402 -1.239 1.970
9 H 2.280 0.478 1.683
10 H 0.882 -0.412 2.247
11 H 2.253 -1.108 -0.426
12 H 0.706 -1.654 0.181
13 H 1.515 1.169 -0.656
14 H 0.607 0.037 -1.671
15 H -0.284 1.180 1.053
16 H -0.641 1.945 -0.550
17 H -2.619 0.912 0.225
18 H -1.865 -0.596 0.584
19 H -1.361 -0.256 -2.252

Its total charge is 0. The value obtained for the HOMO-LUMO gap is 10.705 eV. The LUMO energy is 0.9858 eV. Its spin multiplicity is 1. Its SMILES is CCCCCC=O. The energy above the lowest of the compared OMol25 structures with the same formula, charge and spin comes out at 68.7 kJ/mol. For the HOMO energy, the calculation gives -0.357 Eh.

Here are the natural (NBO) charges for atoms 1 to 4, given in e:
1 C -0.61
2 C -0.40
3 C -0.40
4 C -0.40

=====

Formula: C6H12O
Source: OMol25
Level of theory: ωB97M-V with the def2-TZVPD basis set

CARTESIAN COORDINATES (ANGSTROEM)
1 C 2.127 -0.681 -0.493
2 C 0.958 -0.074 0.244
3 O 0.941 -0.123 1.533
4 C 0.295 1.084 -0.468
5 C -1.126 1.243 0.041
6 C -1.720 -0.146 0.151
7 C -1.054 -1.243 -0.378
8 H 2.840 0.126 -0.728
9 H 1.817 -1.094 -1.459
10 H 2.651 -1.441 0.086
11 H -0.107 -0.128 1.923
12 H 0.892 1.989 -0.300
13 H 0.303 0.888 -1.546
14 H -1.107 1.619 1.064
15 H -1.702 1.966 -0.548
16 H -2.804 -0.198 0.275
17 H -1.392 -0.307 1.903
18 H -0.332 -1.267 -1.181
19 H -1.480 -2.213 -0.119

Its total charge is 0. The value obtained for the HOMO-LUMO gap (spin up / spin down) is 7.722 / 7.722 eV. The LUMO energy (spin up / spin down) is 0.4003 / 0.4006 eV. Its spin multiplicity is 1. The energy above the lowest of the compared OMol25 structures with the same formula, charge and spin comes out at 482.7 kJ/mol. For the HOMO energy (spin up / spin down), the calculation gives -0.269 / -0.269 Eh.

Here are the natural (NBO) charges for atoms 1 to 4, given in e:
1 C -0.69
2 C 0.56
3 O -0.68
4 C -0.51

=====

Formula: C6H12O
Source: OMol25
Level of theory: ωB97M-V with the def2-TZVPD basis set

CARTESIAN COORDINATES (ANGSTROEM)
1 C -0.672 2.118 -0.246
2 C -0.685 1.173 0.872
3 C -0.695 0.387 1.801
4 C -0.708 -0.559 2.918
5 H -1.701 2.421 -0.504
6 H -0.209 1.656 -1.134
7 H -0.096 3.020 0.021
8 H -1.740 -0.719 3.273
9 H -0.290 -1.530 2.603
10 H -0.104 -0.171 3.755
11 C -0.285 -1.195 -1.857
12 O 0.784 -0.311 -2.130
13 C 1.820 -0.477 -1.182
14 H -1.062 -1.027 -2.621
15 H -0.722 -1.008 -0.862
16 H 0.037 -2.249 -1.908
17 H 1.472 -0.259 -0.158
18 H 2.231 -1.500 -1.204
19 H 2.626 0.232 -1.438

Its total charge is 0. The value obtained for the HOMO-LUMO gap is 10.175 eV. The LUMO energy is 0.9704 eV. Its spin multiplicity is 1. Its SMILES is CC#CC.COC. The energy above the lowest of the compared OMol25 structures with the same formula, charge and spin comes out at 256.4 kJ/mol. For the HOMO energy, the calculation gives -0.338 Eh.

Here are the natural (NBO) charges for atoms 1 to 4, given in e:
1 C -0.69
2 C -0.02
3 C -0.03
4 C -0.68

=====

Formula: C6H12O
Source: OMol25
Level of theory: ωB97M-V with the def2-TZVPD basis set

CARTESIAN COORDINATES (ANGSTROEM)
1 C 1.701 -1.271 0.083
2 C 1.187 0.819 -0.603
3 C 0.133 1.313 0.176
4 C -1.281 1.218 -0.382
5 C -1.777 -0.243 -0.178
6 C -0.747 -0.825 0.777
7 O -0.291 0.131 1.536
8 H 1.798 -1.093 1.155
9 H 1.557 -2.336 -0.140
10 H 2.595 -0.942 -0.442
11 H 2.190 1.204 -0.446
12 H 0.984 0.454 -1.607
13 H 0.363 2.117 0.869
14 H -1.929 1.914 0.156
15 H -1.297 1.499 -1.440
16 H -1.893 -0.807 -1.110
17 H -2.752 -0.223 0.322
18 H -0.866 -1.820 1.222
19 H 0.325 -1.109 0.052

Its total charge is 0. The value obtained for the HOMO-LUMO gap (spin up / spin down) is 7.897 / 7.898 eV. The LUMO energy (spin up / spin down) is 0.1824 / 0.1826 eV. Its spin multiplicity is 1. The energy above the lowest of the compared OMol25 structures with the same formula, charge and spin comes out at 547.7 kJ/mol. For the HOMO energy (spin up / spin down), the calculation gives -0.284 / -0.284 Eh.

Here are the natural (NBO) charges for atoms 1 to 4, given in e:
1 C -0.63
2 C -0.48
3 C -0.03
4 C -0.44